Molecular formula: C31H44F14N5O9PS2
Method: DFT, the ωB97M-V functional and the def2-TZVPD basis

Properties
Lowest unoccupied orbital energy (eV): 0.2
HOMO (Ha): -0.311
Total charge: 0
Relative energy (zero: lowest compared OMol25 entry of this formula, charge and spin) (eV): 0.0000
Gap between HOMO and LUMO (eV): 8.67
E_tot (eV): -127739.106
SMILES: C[C@@H](O)CNCCO[C@@](C)(O[C@](F)(CCOCC(F)(F)C(F)(F)C(F)(F)C(F)F)S(=O)(=O)C(F)(F)C(F)(F)F)[C@@H](NCCCS(=O)(=O)O)[PH2]=N.c1ccncc1.c1ccncc1

Positions of all 106 atoms, in Å:
C  2.90  5.09  2.31
C  2.46  5.57  3.70
O  1.78  6.83  3.66
C  1.51  4.60  4.41
N  0.35  4.24  3.59
C  -0.40  3.12  4.13
C  0.39  1.81  3.98
O  -0.45  0.81  3.40
C  0.21  -0.28  2.82
C  1.25  -0.91  3.77
O  -0.77  -1.32  2.68
C  -2.07  -1.04  2.35
F  -2.17  -0.11  1.35
C  -2.97  -0.70  3.52
C  -4.40  -0.28  3.18
O  -4.41  1.05  2.68
C  -5.71  1.58  2.65
C  -5.84  2.60  1.53
F  -7.04  3.21  1.68
F  -5.87  1.97  0.35
C  -4.74  3.73  1.48
F  -5.35  4.92  1.32
F  -4.14  3.77  2.67
C  -3.64  3.64  0.37
F  -2.65  4.44  0.81
F  -3.17  2.40  0.30
C  -4.05  4.17  -1.04
F  -2.94  4.58  -1.66
F  -4.59  3.17  -1.76
S  -2.66  -2.71  1.59
O  -1.54  -3.59  1.38
O  -3.83  -3.15  2.30
C  -3.24  -2.27  -0.13
F  -2.28  -1.63  -0.78
F  -4.30  -1.50  -0.04
C  -3.59  -3.54  -0.96
F  -2.49  -4.09  -1.42
F  -4.36  -3.17  -1.98
F  -4.24  -4.41  -0.24
C  0.89  0.06  1.44
N  0.88  -1.10  0.57
C  1.88  -1.07  -0.50
C  3.20  -1.69  -0.03
C  4.11  -2.13  -1.19
S  4.78  -0.75  -2.11
O  4.29  -0.82  -3.45
O  4.66  0.45  -1.33
O  6.34  -1.09  -2.17
P  0.32  1.62  0.55
N  -0.37  1.45  -0.85
H  2.09  4.55  1.81
H  3.17  5.94  1.67
H  3.77  4.43  2.39
H  3.36  5.66  4.33
H  2.33  7.46  3.17
H  1.19  5.09  5.35
H  2.07  3.71  4.69
H  -0.25  5.06  3.54
H  -0.69  3.26  5.18
H  -1.32  3.01  3.54
H  0.75  1.46  4.96
H  1.26  2.00  3.33
H  1.40  -1.95  3.45
H  2.21  -0.40  3.72
H  0.86  -0.93  4.79
H  -2.99  -1.56  4.20
H  -2.49  0.13  4.06
H  -4.87  -0.95  2.45
H  -4.99  -0.34  4.11
H  -6.44  0.80  2.40
H  -5.98  2.05  3.60
H  -4.75  5.00  -0.98
H  1.95  0.23  1.68
H  -0.04  -1.26  0.20
H  1.49  -1.67  -1.34
H  2.05  -0.06  -0.90
H  2.96  -2.58  0.56
H  3.76  -0.98  0.60
H  4.93  -2.76  -0.84
H  3.54  -2.71  -1.92
H  6.76  -0.58  -1.45
H  1.51  2.38  0.49
H  -0.45  2.36  1.45
H  -0.48  0.49  -1.14
N  7.76  -3.38  -4.98
C  8.84  -3.36  -5.75
C  9.11  -2.36  -6.67
C  8.20  -1.32  -6.80
C  7.06  -1.33  -6.00
C  6.89  -2.38  -5.11
H  9.53  -4.19  -5.63
H  10.01  -2.39  -7.27
H  8.37  -0.52  -7.51
H  6.32  -0.55  -6.06
H  6.01  -2.42  -4.48
N  -2.27  -6.20  -6.02
C  -2.00  -5.15  -5.25
C  -2.97  -4.44  -4.56
C  -4.29  -4.85  -4.68
C  -4.59  -5.94  -5.48
C  -3.54  -6.58  -6.12
H  -0.96  -4.86  -5.19
H  -2.70  -3.59  -3.96
H  -5.08  -4.32  -4.15
H  -5.60  -6.30  -5.59
H  -3.73  -7.44  -6.76